Record 1
{"formula": "C4H10N2OS", "method": "wB97M-V/def2-TZVPD", "de_lowest_ev": 3.956, "e_tot_ha": -741.2326, "gap_ev": 7.58, "lumo_ha": -0.059, "elements": ["N", "C", "C", "C", "S", "C", "N", "O", "H", "H", "H", "H", "H", "H", "H", "H", "H", "H"], "xyz": [[-1.848, -0.484, 0.291], [-0.687, -0.066, -0.550], [0.452, 0.406, 0.386], [0.159, 1.579, 1.215], [1.766, 2.052, 1.986], [-0.180, -1.236, -1.414], [1.060, -1.022, -1.968], [-0.861, -2.189, -1.826], [-1.665, -1.452, 0.423], [-2.784, -0.319, -0.076], [-0.872, 0.667, -1.272], [1.286, 0.624, -0.241], [0.781, -0.469, 0.979], [-0.249, 2.409, 0.619], [-0.518, 1.391, 2.008], [0.891, 0.609, 3.212], [1.497, -1.804, -2.531], [1.770, -0.696, -1.243]]}

=====

Record 2
{"formula": "C4H10N2OS", "method": "wB97M-V/def2-TZVPD", "de_lowest_ev": 0.849, "e_tot_ha": -741.3468, "gap_ev": 9.65, "smiles": "NC[C@@H](CS)NC=O", "lumo_ha": 0.028, "elements": ["O", "C", "N", "C", "C", "S", "C", "N", "H", "H", "H", "H", "H", "H", "H", "H", "H", "H"], "xyz": [[1.577, -1.540, 1.390], [0.640, -1.167, 2.070], [-0.295, -0.265, 1.699], [-0.435, 0.237, 0.343], [-0.894, -0.842, -0.634], [-2.264, -0.320, -1.725], [0.864, 0.978, -0.111], [0.697, 1.364, -1.516], [0.483, -1.567, 3.086], [-1.107, -0.235, 2.296], [-1.144, 1.053, 0.361], [-0.079, -1.261, -1.214], [-1.420, -1.634, -0.092], [-1.573, 0.402, -2.614], [0.912, 1.876, 0.500], [1.693, 0.297, 0.025], [1.400, 2.059, -1.772], [0.945, 0.565, -2.091]]}

=====

Record 3
{"formula": "C4H10N2P", "method": "wB97M-V/def2-TZVPD", "de_lowest_ev": 1.637, "charge": 1, "e_tot_ha": -608.9445, "gap_ev": 8.50, "lumo_ha": -0.169, "elements": ["C", "C", "C", "C", "N", "N", "P", "H", "H", "H", "H", "H", "H", "H", "H", "H", "H"], "xyz": [[-0.984, 0.904, 0.099], [-1.033, -0.210, 1.021], [-0.179, -0.931, -1.006], [-0.025, 0.517, -1.022], [2.858, 0.799, 0.270], [-0.563, -1.270, 0.200], [3.556, -0.597, 0.136], [-1.916, 1.028, -0.463], [-0.763, 1.918, 0.575], [-0.424, -0.253, 1.916], [-2.145, -0.454, 1.349], [0.141, -1.612, -1.737], [3.302, 1.270, 1.004], [0.032, 1.035, -2.003], [0.894, 0.725, -0.570], [-0.412, -2.240, 0.564], [2.733, -1.368, -0.781]]}

=====

Record 4
{"formula": "C4H10N2P", "method": "wB97M-V/def2-TZVPD", "de_lowest_ev": 4.223, "charge": 1, "e_tot_ha": -608.8494, "gap_ev": [9.16, 7.61], "lumo_ha": [-0.173, -0.169], "elements": ["C", "C", "C", "C", "N", "N", "P", "H", "H", "H", "H", "H", "H", "H", "H", "H", "H"], "xyz": [[-1.040, -1.279, 0.216], [0.119, 1.254, 0.406], [-1.335, 1.082, -0.089], [0.964, 0.155, 0.013], [-1.793, -0.253, 0.238], [0.300, -1.115, 0.104], [2.780, 0.003, 0.155], [-1.346, -2.320, 0.379], [0.528, 2.091, 0.044], [0.150, 1.392, 1.494], [-1.767, 1.888, 0.256], [-1.366, 1.098, -1.136], [0.653, 0.310, -2.230], [-2.844, -0.317, 0.074], [0.770, -1.987, -0.078], [2.692, -0.937, -0.916], [2.535, -1.065, 1.070]]}

=====

Record 5
{"formula": "C4H10N2P", "method": "wB97M-V/def2-TZVPD", "de_lowest_ev": 2.645, "charge": 1, "e_tot_ha": -608.9074, "gap_ev": [7.43, 7.43], "lumo_ha": [-0.212, -0.212], "elements": ["C", "C", "C", "C", "N", "N", "P", "H", "H", "H", "H", "H", "H", "H", "H", "H", "H"], "xyz": [[-1.299, -1.304, 0.342], [0.305, 1.427, 0.161], [-1.152, 1.086, -0.342], [1.197, 0.385, -0.392], [-1.792, -0.050, 0.305], [-0.510, -1.577, -0.622], [2.635, -0.278, 0.210], [-1.759, -1.843, 1.124], [0.691, 2.417, -0.339], [0.291, 1.562, 1.197], [-1.623, 2.043, -0.135], [-0.851, 0.763, -1.420], [1.194, 0.149, -1.505], [-2.444, 0.043, 1.026], [-0.166, -2.504, -0.552], [3.024, -1.410, -0.552], [2.259, -0.909, 1.494]]}

=====

Record 6
{"formula": "C4H10N2S", "method": "wB97M-V/def2-TZVPD", "de_lowest_ev": 7.340, "e_tot_ha": -665.8332, "gap_ev": 7.08, "lumo_ha": -0.058, "elements": ["C", "C", "C", "C", "H", "H", "H", "H", "H", "H", "H", "H", "H", "H", "N", "N", "S"], "xyz": [[1.865, -0.983, 0.507], [1.043, -0.501, -0.715], [-1.233, 1.118, 0.639], [-1.961, 0.675, -0.480], [1.224, -0.787, 1.254], [1.798, -2.160, 0.463], [3.114, -0.841, 0.408], [1.665, -0.780, -1.538], [0.141, -1.202, -0.772], [1.605, 1.436, -0.629], [-1.637, 1.578, 1.629], [-3.034, 1.030, -0.344], [-1.536, 0.943, -1.492], [-1.185, -0.815, 1.636], [0.603, 1.000, -0.838], [-0.033, 1.291, 0.411], [-2.440, -1.002, -0.141]]}

=====

Record 7
{"formula": "C4H10N2S", "method": "wB97M-V/def2-TZVPD", "de_lowest_ev": 4.221, "e_tot_ha": -665.9479, "gap_ev": [7.93, 6.95], "lumo_ha": [0.005, -0.017], "elements": ["C", "C", "C", "C", "N", "N", "S", "H", "H", "H", "H", "H", "H", "H", "H", "H", "H"], "xyz": [[-0.115, -0.570, -0.123], [-0.337, 0.824, 0.468], [1.148, -1.254, 0.218], [0.121, 1.974, -0.149], [-1.242, -1.538, 0.097], [-2.451, -1.100, -0.419], [-3.013, 0.375, 0.162], [-0.073, -0.361, -1.244], [-0.434, 0.849, 1.548], [1.238, -1.593, 1.265], [1.906, -0.612, -0.090], [1.216, -2.084, -0.385], [-0.091, 2.004, -1.268], [1.269, 1.952, -0.210], [-0.016, 2.844, 0.655], [-1.464, -1.719, 1.140], [-2.579, -1.218, -1.476]]}

=====

Record 8
{"formula": "C4H10N2S", "method": "wB97M-V/def2-TZVPD", "de_lowest_ev": 5.809, "e_tot_ha": -665.8895, "gap_ev": 9.06, "lumo_ha": 0.018, "elements": ["C", "C", "C", "C", "H", "H", "H", "H", "H", "H", "H", "H", "H", "H", "N", "N", "S"], "xyz": [[-1.315, 1.016, 0.585], [-1.539, -0.646, 0.237], [0.739, -1.008, -0.189], [1.908, 0.021, -0.218], [-2.477, 1.693, 0.869], [-0.538, 0.995, 1.685], [-0.925, 1.479, -0.569], [-2.600, -0.993, -0.033], [-1.513, -1.442, 1.173], [-0.715, -1.487, -1.289], [1.192, -2.097, -0.600], [0.598, -1.468, 0.835], [2.387, 2.058, -0.720], [0.513, 1.498, -0.978], [-0.514, -0.745, -0.633], [1.438, 1.417, -0.512], [3.362, -0.291, 0.358]]}

=====

Record 9
{"formula": "C4H10N2S", "method": "wB97M-V/def2-TZVPD", "de_lowest_ev": 1.082, "e_tot_ha": -666.0632, "gap_ev": 8.73, "smiles": "CCN(C)/C=N\\S", "lumo_ha": 0.033, "elements": ["C", "C", "C", "C", "H", "H", "H", "H", "H", "H", "H", "H", "H", "H", "N", "N", "S"], "xyz": [[-1.957, -0.222, 0.866], [-1.345, -0.341, -0.512], [0.425, 1.378, -0.314], [0.934, -1.059, -0.331], [-3.013, -0.507, 0.827], [-1.432, -0.844, 1.590], [-1.883, 0.834, 1.183], [-1.405, -1.323, -0.939], [-1.928, 0.341, -1.151], [1.278, 1.641, -0.956], [0.632, 1.599, 0.742], [-0.426, 2.004, -0.616], [0.450, -2.054, -0.471], [4.291, -0.444, 0.490], [0.050, 0.013, -0.514], [2.182, -1.200, -0.114], [3.145, 0.181, 0.222]]}

=====

Record 10
{"formula": "C4H10N2S", "method": "wB97M-V/def2-TZVPD", "de_lowest_ev": 3.343, "e_tot_ha": -665.9801, "gap_ev": [7.96, 8.10], "lumo_ha": [0.034, 0.022], "elements": ["C", "C", "C", "C", "N", "N", "S", "H", "H", "H", "H", "H", "H", "H", "H", "H", "H"], "xyz": [[0.958, -1.414, 0.153], [0.411, -1.192, -1.264], [-0.103, 1.406, -0.647], [-1.587, 1.386, -0.565], [0.228, -0.687, 1.115], [0.942, -0.244, 2.163], [0.795, 0.509, -1.796], [0.827, -2.490, 0.337], [2.042, -1.189, 0.169], [0.886, -1.868, -1.973], [-0.666, -1.335, -1.277], [0.387, 2.328, -0.372], [-2.028, 2.121, -1.247], [-1.899, 1.646, 0.448], [-1.993, 0.405, -0.806], [1.928, -0.016, 2.024], [0.433, 0.435, 2.712]]}

=====

Record 11
{"formula": "C4H10N2S2", "method": "wB97M-V/def2-TZVPD", "de_lowest_ev": 1.221, "e_tot_ha": -1064.2524, "gap_ev": 9.41, "smiles": "N[C@@H]1[C@H](S)[C@]1(N)CS", "lumo_ha": 0.027, "elements": ["C", "C", "C", "C", "H", "H", "H", "H", "H", "H", "H", "H", "H", "H", "N", "N", "S", "S"], "xyz": [[1.075, 0.199, 0.648], [-0.228, 0.697, 1.291], [-0.101, 0.568, -0.217], [-0.922, -0.515, -0.862], [2.203, -1.211, 1.554], [1.830, -1.609, -0.058], [1.919, 0.894, 0.609], [-0.115, 1.732, 1.713], [-0.519, -1.227, 2.640], [0.380, 1.643, -1.809], [-0.978, 2.241, -0.935], [-2.004, -0.223, -0.844], [-0.777, -1.456, -0.308], [-1.515, -1.367, -3.034], [1.514, -1.167, 0.808], [-0.038, 1.844, -0.867], [-1.339, -0.241, 2.228], [-0.386, -0.803, -2.558]]}

=====

Record 12
{"formula": "C4H10N3", "method": "wB97M-V/def2-TZVPD", "de_lowest_ev": 0.867, "charge": 1, "e_tot_ha": -322.4287, "gap_ev": 10.32, "smiles": "N[C@@H]1CNC=[NH+]C1", "lumo_ha": -0.113, "elements": ["C", "C", "C", "C", "N", "N", "N", "H", "H", "H", "H", "H", "H", "H", "H", "H", "H"], "xyz": [[0.116, -1.227, 0.668], [0.058, 1.160, 0.676], [0.966, -0.014, 0.271], [-1.678, -0.018, -0.423], [-1.160, -1.125, 0.034], [-1.178, 1.165, -0.223], [0.993, 0.039, -1.143], [0.646, -2.112, 0.325], [-0.079, -1.328, 1.689], [-0.199, 0.925, 1.676], [0.495, 2.125, 0.466], [1.918, -0.042, 0.695], [-2.564, 0.005, -1.032], [-1.612, -2.056, -0.159], [-1.412, 2.021, -0.662], [0.886, 1.010, -1.563], [1.556, -0.549, -1.721]]}

=====

Record 13
{"formula": "C4H10N3", "method": "wB97M-V/def2-TZVPD", "de_lowest_ev": 3.219, "charge": 1, "e_tot_ha": -322.3423, "gap_ev": 11.23, "lumo_ha": -0.123, "elements": ["C", "C", "C", "C", "N", "N", "N", "H", "H", "H", "H", "H", "H", "H", "H", "H", "H"], "xyz": [[-3.285, -1.357, 0.104], [1.155, 0.079, 0.007], [-0.339, 1.836, -0.166], [3.463, -0.830, -0.002], [-2.545, -0.358, 0.329], [-0.059, 0.461, 0.143], [2.176, -0.384, -0.376], [-2.784, -2.284, 0.170], [-4.337, -1.419, 0.046], [0.133, 2.199, -1.100], [-1.464, 1.863, -0.280], [0.155, 2.464, 0.595], [3.738, -1.789, -0.450], [3.794, -0.936, 1.106], [4.077, -0.075, -0.464], [-0.962, -0.108, 0.181], [-2.917, 0.638, 0.157]]}

=====

Record 14
{"formula": "C4H10N3", "method": "wB97M-V/def2-TZVPD", "de_lowest_ev": 3.924, "charge": 1, "e_tot_ha": -322.3164, "gap_ev": 9.03, "smiles": "CCC/N=N/C=[NH2+]", "lumo_ha": -0.190, "elements": ["C", "C", "C", "C", "N", "N", "N", "H", "H", "H", "H", "H", "H", "H", "H", "H", "H"], "xyz": [[-1.543, -1.927, 0.130], [1.729, 0.174, -0.429], [1.134, 1.322, 0.297], [-0.380, 1.457, 0.274], [-0.836, 0.283, 0.810], [-1.064, -0.742, 0.256], [-2.933, -2.083, 0.211], [-0.878, -2.741, -0.224], [1.111, -0.792, -0.264], [1.678, 0.324, -1.549], [2.663, -0.146, 0.029], [1.593, 2.324, -0.060], [1.460, 1.172, 1.368], [-0.780, 2.182, 0.937], [-0.568, 1.541, -0.861], [-3.290, -2.843, -0.283], [-3.483, -1.248, 0.122]]}